Entry 1:
Molecular formula: C33H102N6O27
Method: DFT, ωB97M-V/def2-TZVPD

CARTESIAN COORDINATES (ANGSTROEM)
C1 -0.20664 -0.39992 -0.31657
O1 0.82108 0.23862 -0.58350
N1 -0.93065 -0.18153 0.81344
N2 -0.67171 -1.42508 -1.05837
H1 -0.78913 0.65209 1.32422
H2 -1.84125 -0.70725 1.01000
H3 -0.14950 -1.70715 -1.87020
H4 -1.27692 -2.16311 -0.68349
C2 -1.05159 6.17925 -1.30994
O2 -1.59489 5.67922 -0.35248
N3 -1.68344 6.14886 -2.52712
N4 0.14073 6.91675 -1.22134
H5 -2.16793 5.27797 -2.68517
H6 -1.16861 6.51569 -3.28593
H7 0.60802 6.75719 -0.34960
H8 0.64064 7.01311 -2.09067
C3 -1.52315 2.96848 2.02765
O3 -1.39248 1.93926 2.62673
N5 -0.45414 3.74408 1.72253
N6 -2.77631 3.55263 1.78609
H9 0.43916 3.42197 2.07303
H10 -0.44385 4.75266 1.52084
H11 -3.49106 2.85911 1.66383
H12 -2.63497 4.24288 1.01403
C4 -4.69655 -3.71392 -0.89013
C5 -3.34401 -4.23370 -0.64242
O4 -2.40640 -3.86908 -1.67061
H13 -4.73647 -2.59834 -0.85310
H14 -5.36716 -4.09816 -0.18909
H15 -5.05969 -4.03104 -1.86872
H16 -3.34163 -5.37940 -0.66931
H17 -2.90363 -3.85529 0.22130
H18 -2.70786 -3.03857 -2.08909
C6 0.71253 -1.80048 6.21038
C7 -0.16264 -0.80738 5.40950
O5 -0.46731 -1.19569 4.07758
H19 0.89010 -1.50989 7.22832
H20 1.62085 -2.08868 5.70954
H21 0.14801 -2.74320 6.29465
H22 0.27081 0.22189 5.44646
H23 -1.14133 -0.70929 5.86191
H24 0.21955 -0.95216 3.44157
C8 -4.15235 0.28483 2.54961
C9 -3.96541 -1.22304 2.90131
O6 -3.08007 -1.87948 2.01570
H25 -4.93519 0.52085 1.82136
H26 -3.19267 0.73072 2.27048
H27 -4.48373 0.70346 3.49318
H28 -4.93081 -1.74971 2.95641
H29 -3.64333 -1.37399 3.98420
H30 -2.27795 -2.06848 2.50453
C10 -0.45776 -5.91357 2.89033
C11 -0.98760 -4.55961 3.35195
O7 -0.11446 -3.53749 2.84406
H31 -0.41340 -5.95715 1.77467
H32 -1.08489 -6.70681 3.38256
H33 0.59274 -5.97680 3.28027
H34 -1.09520 -4.47782 4.43223
H35 -1.94567 -4.37441 2.90474
H36 -0.06579 -2.82204 3.50058
C12 -0.50720 -5.84103 -3.78743
C13 -0.18544 -4.42560 -3.96354
O8 0.06459 -3.73088 -2.78502
H37 0.22057 -6.37881 -3.18279
H38 -0.42442 -6.26136 -4.81309
H39 -1.51172 -5.93094 -3.39789
H40 -0.90961 -3.94566 -4.66026
H41 0.71842 -4.41462 -4.65521
H42 -0.72529 -3.72038 -2.18851
C14 4.31493 -5.94844 1.53498
C15 3.00623 -5.16420 1.21841
O9 3.34860 -3.76598 1.13370
H43 4.54895 -5.77147 2.58601
H44 5.01509 -5.60358 0.80300
H45 4.07359 -7.05692 1.30757
H46 2.18275 -5.20870 1.89442
H47 2.74360 -5.49517 0.19709
H48 2.55601 -3.27445 1.03333
C16 2.04456 -0.67334 -4.57178
C17 2.79942 -1.28120 -3.43881
O10 2.80830 -0.36263 -2.29423
O11 0.69181 -0.54805 -4.30878
H49 2.19377 -1.24734 -5.53299
H50 2.40944 0.33974 -4.83494
H51 3.88260 -1.35209 -3.61366
H52 2.36194 -2.25399 -3.18280
H53 2.00267 -0.33811 -1.72699
H54 0.51745 0.37835 -4.07408
C18 2.00958 3.85215 -0.33719
C19 2.95733 2.73271 0.12849
O12 2.87188 2.40188 1.52581
O13 1.93187 4.92346 0.62636
H55 0.98167 3.57980 -0.53772
H56 2.41060 4.23213 -1.25011
H57 4.00053 3.08511 0.04608
H58 2.76811 1.86080 -0.41346
H59 3.79210 2.19790 1.79663
H60 2.80491 5.08180 0.90025
C20 -4.21365 1.60828 7.12707
C21 -3.51391 1.29558 5.79413
O14 -3.63023 2.34487 4.82478
O15 -3.55188 2.73242 7.70262
H61 -4.07550 0.73888 7.77730
H62 -5.32090 1.82229 7.03057
H63 -3.87931 0.29290 5.39220
H64 -2.43192 1.17315 5.89317
H65 -2.81339 2.28189 4.29457
H66 -3.33252 3.37372 7.02405
C22 3.91337 -0.04918 4.69972
C23 2.74397 1.00154 4.45386
O16 1.81798 0.51103 3.53237
O17 4.59565 -0.48976 3.56636
H67 3.45754 -0.86850 5.17964
H68 4.60922 0.43087 5.34743
H69 3.12118 1.85811 4.00913
H70 2.45380 1.26470 5.44204
H71 1.97251 1.00327 2.67942
H72 4.01784 -0.92058 2.89799
C24 6.15816 1.08714 0.74765
C25 5.29482 0.01193 0.07051
O18 5.45863 -0.00770 -1.34060
O19 5.46800 1.68495 1.87573
H73 6.34118 1.87480 0.01757
H74 7.16230 0.74952 0.98334
H75 4.22347 0.29877 0.29186
H76 5.54849 -0.97827 0.40914
H77 4.59675 -0.20096 -1.71073
H78 5.39556 0.92199 2.51562
C26 0.19386 3.35153 -3.72944
C27 -0.93247 3.31245 -4.76932
O20 -1.96152 2.44736 -4.48497
O21 0.95490 2.10577 -3.77550
H79 -0.13568 3.55279 -2.69402
H80 0.85432 4.17625 -4.00395
H81 -0.40984 2.91153 -5.66213
H82 -1.22012 4.33401 -5.03590
H83 -2.53160 2.81909 -3.76362
H84 1.68628 2.24638 -3.13544
C28 -2.55259 1.87436 -1.28483
C29 -4.00544 1.41674 -1.36943
O22 -4.06369 0.22273 -0.55485
O23 -2.31666 3.20465 -1.89294
H85 -1.90657 1.13745 -1.80530
H86 -2.15281 1.93701 -0.25938
H87 -4.28623 1.23292 -2.39971
H88 -4.76703 1.99385 -0.94425
H89 -4.14139 -0.48785 -1.20205
H90 -2.34980 3.82655 -1.14686
C30 4.26106 2.75897 -3.90608
C31 3.56412 3.61986 -4.91817
O24 2.71113 2.86524 -5.69267
O25 3.33692 2.33014 -2.88240
H91 5.03067 3.40979 -3.42699
H92 4.68136 1.84203 -4.30283
H93 4.27068 4.08544 -5.61698
H94 3.00887 4.38718 -4.36296
H95 2.05534 2.47089 -5.07880
H96 3.35597 1.36524 -2.67264
C32 -2.82348 -0.91587 -4.13617
C33 -2.93579 -1.63599 -5.45873
O26 -4.19993 -1.47189 -6.01056
O27 -3.64149 -1.51469 -3.11446
H97 -3.13732 0.11991 -4.23711
H98 -1.80471 -0.80445 -3.81485
H99 -2.67755 -2.69204 -5.24403
H100 -2.22468 -1.18927 -6.08201
H101 -4.26699 -2.21751 -6.65741
H102 -4.57252 -1.43999 -3.31457

Values from the calculation:
Multiplicity ... 1
Kohn-Sham gap ... 9.87 eV
Lowest unoccupied orbital energy ... 0.25 eV
Net charge ... 0



Entry 2:
Molecular formula: C33H20N9O9SeW
Method: DFT, ωB97M-V/def2-TZVPD

CARTESIAN COORDINATES (ANGSTROEM)
W1 0.26124 -0.46378 0.54454
C1 -2.29254 0.60736 4.04072
C2 -1.61454 -0.05953 2.89192
N1 -0.76548 0.52066 2.09501
N2 -0.45682 1.83477 2.39706
C3 0.64587 2.14001 1.79748
O1 1.28977 1.28481 1.07655
C4 1.21101 3.49977 1.92938
C5 0.52233 4.49017 2.62556
C6 1.05647 5.76317 2.72573
C7 2.27872 6.05661 2.13340
C8 2.96487 5.07252 1.43695
C9 2.43120 3.79666 1.33252
C10 -1.84146 -1.42091 2.53890
C11 -2.75854 -2.25742 3.18004
C12 -2.94974 -3.53248 2.71529
C13 -2.21278 -3.94979 1.60565
C14 -1.31732 -3.09017 1.02359
N3 -1.10510 -1.83282 1.48418
H1 -1.87897 1.59590 4.20103
H2 -2.16949 0.01307 4.94784
H3 -3.36235 0.70085 3.83920
H4 -0.43204 4.24954 3.07308
H5 0.51585 6.53311 3.26135
H6 2.69179 7.05459 2.21039
H7 3.91430 5.29853 0.96894
H8 2.95543 3.02477 0.78494
H9 -3.31694 -1.87862 4.02419
H10 -3.66265 -4.19328 3.19005
H11 -2.33201 -4.93643 1.18164
H12 -0.74113 -3.37825 0.16026
O2 4.44229 -4.84632 2.24657
C15 3.64145 -4.00869 1.93685
C16 2.69563 -4.05723 0.72945
O3 2.60625 -4.96134 -0.06960
C17 1.96390 -2.80161 0.80923
C18 2.30101 -2.05463 1.91831
O4 1.68177 -0.94130 2.11460
C19 3.36986 -2.69917 2.69182
O5 3.93475 -2.31855 3.68926
O6 1.03735 -2.32288 0.02116
N4 -0.64972 1.19629 -0.48109
C20 -1.04564 2.14940 -1.01234
N5 -1.48502 3.22158 -1.55377
C21 -0.91974 3.71093 -2.63536
N6 -0.45970 4.20477 -3.58006
O7 -0.48512 -2.30570 -3.39812
C22 -1.81959 -2.45126 -3.39018
C23 -2.38734 -3.14173 -4.46523
C24 -3.75263 -3.32331 -4.54144
C25 -4.59139 -2.81936 -3.54876
C26 -4.03249 -2.13506 -2.48772
C27 -2.65487 -1.94414 -2.38282
C28 -2.14613 -1.20512 -1.18270
O8 -2.89916 -0.69176 -0.37917
O9 -0.83013 -1.22618 -1.07630
H13 -0.23445 -1.82407 -2.58102
H14 -1.72203 -3.52343 -5.22885
H15 -4.17104 -3.86214 -5.38331
H16 -5.66274 -2.95815 -3.60989
H17 -4.64692 -1.72020 -1.69933
Se1 3.72692 0.15737 -0.05329
N7 4.32902 1.35524 -1.19740
C29 3.39388 1.54165 -2.10442
C30 3.46326 2.47609 -3.18423
C31 2.41491 2.52744 -4.02727
C32 1.30468 1.61584 -3.85207
N8 1.19024 0.76073 -2.88768
C33 2.20452 0.74106 -1.96990
N9 2.16797 -0.05541 -0.91062
H18 4.32847 3.11877 -3.27613
H19 2.36651 3.23385 -4.84395
H20 0.50230 1.64438 -4.58056

Values from the calculation:
Multiplicity ... 1
Kohn-Sham gap (spin up / spin down) ... 5.60 / 5.59 eV
Lowest unoccupied orbital energy (spin up / spin down) ... 0.75 / 0.75 eV
Net charge ... -1
Energy above the lowest of the compared OMol25 structures with the same formula, charge and spin ... 4.5 kcal/mol



Entry 3:
Molecular formula: C33H21Cl4N12O3SW
Method: DFT, ωB97M-V/def2-TZVPD

CARTESIAN COORDINATES (ANGSTROEM)
W1 0.10455 -0.80101 0.30640
C1 -3.22204 -0.92234 -2.72651
C2 -1.96110 -0.88027 -2.16056
N1 -1.79252 -0.54634 -0.87850
C3 -2.88566 -0.19070 -0.16709
C4 -4.14719 -0.28498 -0.75294
N2 -4.30825 -0.66093 -2.00763
C5 -2.60663 0.36241 1.16251
C6 -3.54917 0.69550 2.10895
C7 -3.15380 1.23802 3.34234
C8 -1.77901 1.46359 3.51975
C9 -0.88628 1.11857 2.52995
N3 -1.29178 0.56072 1.37422
C10 0.57007 1.29626 2.59804
C11 1.24846 2.03052 3.56574
N4 2.56587 2.13960 3.55562
C12 3.23658 1.56992 2.56658
C13 2.57978 0.86918 1.56153
N5 1.25739 0.71591 1.59479
C14 -4.12643 1.54687 4.39829
C15 -3.79972 2.40699 5.44927
C16 -4.74477 2.65176 6.43767
N6 -5.94934 2.10500 6.41225
C17 -6.28275 1.29521 5.42000
C18 -5.40442 0.98396 4.39024
H1 -3.37390 -1.17981 -3.76711
H2 -1.06898 -1.11260 -2.72685
H3 -5.04925 -0.03950 -0.20527
H4 -4.59506 0.53709 1.89328
H5 -1.40897 1.87422 4.44694
H6 0.72621 2.54983 4.36041
H7 4.31506 1.66538 2.57631
H8 3.11669 0.42453 0.73380
H9 -2.85007 2.92187 5.50364
H10 -4.52076 3.30707 7.27058
H11 -7.28222 0.87834 5.44745
H12 -5.73048 0.29108 3.62598
Cl1 5.26103 -2.72884 -3.63359
C19 4.23102 -2.47625 -2.29813
C20 4.53606 -3.05717 -1.05511
Cl2 5.92042 -4.03060 -0.87969
C21 3.70197 -2.83749 0.04706
Cl3 4.03015 -3.50178 1.58622
C22 2.57404 -2.05794 -0.12942
O1 1.68112 -1.73092 0.82842
C23 2.25910 -1.48917 -1.36019
O2 1.12143 -0.74936 -1.31973
C24 3.08495 -1.68694 -2.45168
Cl4 2.68181 -0.96016 -3.96424
O3 -1.05321 -1.99121 1.35707
N7 -0.22400 -1.56297 2.32392
C25 0.26311 -2.43646 3.13934
C26 -0.11846 -3.80712 3.09595
N8 -0.41949 -4.90539 2.94082
C27 1.27038 -1.93952 4.02167
N9 2.10007 -1.45782 4.65353
C28 -2.48068 -5.08464 -2.18567
N10 -1.36279 -4.50028 -2.91774
C29 -1.10568 -4.72721 -4.25215
C30 0.01187 -4.03835 -4.57473
N11 0.43066 -3.41659 -3.42351
C31 -0.40476 -3.70096 -2.40946
S1 -0.28913 -3.27431 -0.73897
H13 -2.37552 -6.16725 -2.14295
H14 -3.41473 -4.84163 -2.68825
H15 -2.48498 -4.69531 -1.17339
H16 -1.73432 -5.36334 -4.85170
H17 0.54109 -3.95279 -5.50783
H18 1.27285 -2.86875 -3.34203
C32 0.58239 3.30243 -2.35596
C33 0.31648 2.21746 -1.45693
N12 0.09645 1.35378 -0.73836
H19 1.10733 2.93314 -3.23867
H20 1.20556 4.05264 -1.86628
H21 -0.34826 3.77621 -2.67160

Values from the calculation:
Multiplicity ... 1
Kohn-Sham gap ... 5.27 eV
Lowest unoccupied orbital energy ... -10.77 eV
Net charge ... +3
Energy above the lowest of the compared OMol25 structures with the same formula, charge and spin ... 12.7 kcal/mol



Entry 4:
Molecular formula: C33H22Br2N8OS2W
Method: DFT, ωB97M-V/def2-TZVPD

CARTESIAN COORDINATES (ANGSTROEM)
W1 0.29950 -0.29470 -0.08430
C1 -4.63910 4.28830 -2.16170
C2 -3.83450 3.17610 -1.56580
C3 -4.28770 2.47770 -0.44980
C4 -3.58020 1.41620 0.05130
C5 -2.38970 0.93990 -0.53420
N1 -1.79000 -0.19760 -0.03790
C6 -2.58750 -1.14420 0.57230
C7 -3.84290 -1.49310 0.03790
C8 -4.64660 -2.45100 0.60720
C9 -4.24900 -3.12750 1.75970
C10 -5.05830 -4.23630 2.35850
C11 -3.02400 -2.80050 2.30360
C12 -2.19380 -1.83570 1.73510
N2 -0.92180 -1.68010 2.32520
C13 -0.59650 -1.97670 3.60200
C14 0.77370 -2.12040 3.66260
C15 1.21910 -1.88890 2.36640
N3 0.18650 -1.59760 1.56420
C16 -1.88180 1.71370 -1.60280
C17 -2.60770 2.80940 -2.08310
N4 -0.64750 1.48110 -2.25070
C18 -0.36550 1.81790 -3.52560
C19 0.99480 1.67370 -3.71040
C20 1.48100 1.22930 -2.48820
N5 0.47420 1.09910 -1.61370
H1 -5.69950 4.08010 -2.04140
H2 -4.42250 4.40600 -3.22070
H3 -4.42290 5.23060 -1.65980
H4 -5.20340 2.77740 0.03620
H5 -3.94270 0.90890 0.93100
H6 -4.16230 -0.99360 -0.86320
H7 -5.58700 -2.69890 0.13970
H8 -6.12400 -4.05220 2.24740
H9 -4.82500 -4.35900 3.41490
H10 -4.82260 -5.17350 1.85040
H11 -2.68870 -3.33240 3.18090
H12 -1.33580 -2.04080 4.37570
H13 1.36630 -2.36740 4.51870
H14 2.22200 -1.93480 1.97400
H15 -2.18640 3.39980 -2.88210
H16 -1.12550 2.08610 -4.22920
H17 1.54410 1.84710 -4.61110
H18 2.49210 0.98920 -2.20120
Br1 -2.08580 2.61950 3.29530
C21 -0.22920 2.24100 3.31380
C22 0.57290 2.55300 4.39950
C23 1.91300 2.23100 4.37660
Br2 2.99380 2.72300 5.86860
C24 2.50670 1.54310 3.29710
C25 3.85240 1.13120 3.21640
C26 4.26630 0.49300 2.07010
C27 3.37100 0.24040 1.03300
N6 2.07060 0.53740 1.09190
C28 1.66340 1.20980 2.20990
C29 0.29540 1.59960 2.18890
O1 -0.38280 1.33420 1.13220
H19 0.14520 3.05300 5.25660
H20 4.52480 1.31180 4.04080
H21 5.28540 0.16370 1.95130
H22 3.73240 -0.25000 0.14000
S1 2.19640 -1.66790 -1.00110
C30 1.78190 -2.11280 -2.63710
C31 2.82540 -2.46200 -3.50640
N7 3.69110 -2.72540 -4.21460
C32 0.47470 -2.13310 -3.03770
S2 -0.78360 -1.69750 -1.91230
C33 0.06660 -2.45380 -4.34160
N8 -0.33550 -2.68440 -5.39250

Values from the calculation:
Multiplicity ... 3
Kohn-Sham gap (spin up / spin down) ... 5.92 / 5.97 eV
Lowest unoccupied orbital energy (spin up / spin down) ... -0.96 / -1.28 eV
Net charge ... 0
<S²> ... 2.021
Energy above the lowest of the compared OMol25 structures with the same formula, charge and spin ... 9.3 kcal/mol



Entry 5:
Molecular formula: C33H23BClF2IMnN2O3Sb
Method: DFT, ωB97M-V/def2-TZVPD

CARTESIAN COORDINATES (ANGSTROEM)
Mn1 -0.10981 0.00044 0.23859
Cl1 5.76438 -0.60705 3.51676
C1 4.06956 -0.52599 3.06447
C2 3.12538 -0.54751 4.06769
C3 1.77744 -0.48737 3.73419
I1 0.32917 -0.58966 5.23032
C4 1.35434 -0.39142 2.41090
O1 0.04188 -0.31107 2.07806
C5 2.34052 -0.40451 1.40279
N1 1.87696 -0.40928 0.08173
C6 2.78953 -0.44827 -0.93634
C7 4.13286 -0.51802 -0.70320
C8 4.63948 -0.54159 0.61585
C9 3.72200 -0.47889 1.70588
H1 3.43872 -0.61815 5.10016
H2 2.37876 -0.42418 -1.93946
H3 4.80804 -0.56113 -1.54881
H4 5.69980 -0.60852 0.80521
O2 0.17308 1.36688 -3.49916
C10 0.00227 1.19862 -2.31022
O3 -0.32252 0.09951 -1.70839
C11 0.15406 2.40488 -1.37204
C12 0.06871 3.69477 -1.86150
C13 0.07213 4.74456 -0.95764
C14 0.15979 4.46752 0.39118
C15 0.26895 3.14200 0.78666
N2 0.28230 2.14186 -0.08384
H5 -0.00938 3.83593 -2.93064
H6 -0.00575 5.76871 -1.30249
H7 0.15130 5.25480 1.13305
H8 0.35369 2.86089 1.83100
C16 -3.66146 -6.35374 1.04211
C17 -4.04482 -5.02144 1.08627
C18 -3.12910 -4.02136 0.76092
C19 -1.82438 -4.34840 0.39659
C20 -1.44974 -5.69332 0.35434
C21 -2.36119 -6.68941 0.67419
Sb1 -0.42351 -2.79515 -0.09263
C22 1.01929 -3.51838 1.32241
C23 0.54388 -3.95071 2.56155
C24 1.42149 -4.25884 3.59306
C25 2.79077 -4.13098 3.40198
C26 3.27626 -3.69544 2.17627
C27 2.39584 -3.38686 1.14581
C28 0.28022 -3.74869 -1.88548
C29 1.59803 -3.64523 -2.32940
C30 1.98640 -4.21072 -3.53930
C31 1.05875 -4.87178 -4.33216
C32 -0.26273 -4.95826 -3.91538
C33 -0.64816 -4.39768 -2.70376
H9 -4.37200 -7.13260 1.29494
H10 -5.05604 -4.75596 1.37212
H11 -3.43668 -2.98231 0.79094
H12 -0.43616 -5.96153 0.07456
H13 -2.05856 -7.72954 0.63917
H14 -0.52282 -4.03506 2.73703
H15 1.03217 -4.57901 4.55252
H16 3.47673 -4.34594 4.21289
H17 4.34121 -3.56139 2.02586
H18 2.80398 -2.99586 0.22081
H19 2.33562 -3.10594 -1.74693
H20 3.01614 -4.12374 -3.86473
H21 1.36148 -5.30896 -5.27598
H22 -0.99658 -5.45907 -4.53582
H23 -1.68404 -4.47628 -2.39225
F1 -2.78063 1.57886 0.52936
B1 -2.16094 0.40198 0.34129
F2 -3.04354 -0.58162 0.04205

Values from the calculation:
Multiplicity ... 6
Kohn-Sham gap (spin up / spin down) ... 4.78 / 7.00 eV
Lowest unoccupied orbital energy (spin up / spin down) ... 2.34 / 2.34 eV
Net charge ... -1
<S²> ... 8.856
Energy above the lowest of the compared OMol25 structures with the same formula, charge and spin ... 31.5 kcal/mol